The following is a DFT calculation (ωB97M-V with the def2-TZVPD basis set) of a structure of composition C49H57CaN3O6S.

## Properties
HOMO energy in eV: -0.20
Charge: -2
Lowest unoccupied orbital energy in eV: 4.15
ΔE to the lowest compared entry with this formula, charge and spin in kcal per mole: 7.2

Each line ends with the Mulliken charge.
CARTESIAN COORDINATES (ANGSTROEM)
Ca: -0.029 0.458 -0.392  1.229
C: -3.902 -0.021 1.785  -1.445
C: -3.029 -1.141 1.297  1.031
C: -2.058 -1.707 2.110  -0.693
C: -1.206 -2.705 1.643  0.936
C: -0.105 -3.235 2.515  -1.270
C: -1.359 -3.153 0.340  -0.478
C: -2.327 -2.609 -0.500  0.953
C: -2.467 -3.081 -1.922  -1.409
C: -3.143 -1.596 -0.015  -0.385
H: -3.695 0.887 1.216  0.020
H: -3.709 0.191 2.837  0.332
H: -4.961 -0.268 1.676  0.419
H: -1.910 -1.316 3.111  0.159
H: -0.467 -4.017 3.193  0.514
H: 0.324 -2.415 3.086  -0.184
H: 0.700 -3.641 1.903  0.310
H: -0.658 -3.873 -0.063  0.169
H: -3.315 -3.764 -2.027  0.488
H: -1.563 -3.594 -2.248  0.264
H: -2.638 -2.238 -2.594  0.043
H: -3.850 -1.120 -0.687  0.194
O: 0.806 -0.678 1.245  -0.823
S: 2.378 -0.106 1.048  1.056
C: 4.448 -1.013 3.793  0.197
C: 3.269 -0.823 4.514  0.190
C: 3.173 0.190 5.452  -0.589
C: 4.253 1.033 5.685  -0.407
C: 5.424 0.861 4.964  -0.625
C: 5.520 -0.153 4.023  -0.348
C: 4.552 -2.100 2.791  0.171
C: 5.196 -1.884 1.574  -0.143
C: 5.286 -2.899 0.637  -0.689
C: 4.724 -4.141 0.895  -0.465
C: 4.070 -4.363 2.097  -0.616
C: 3.989 -3.349 3.040  -0.126
H: 2.399 -1.424 4.282  -0.026
H: 2.237 0.344 5.972  0.372
H: 4.169 1.839 6.404  0.343
H: 6.265 1.527 5.118  0.353
H: 6.440 -0.283 3.468  0.450
H: 5.552 -0.895 1.324  0.284
H: 5.747 -2.697 -0.322  0.381
H: 4.766 -4.923 0.146  0.340
H: 3.605 -5.320 2.301  0.379
H: 3.477 -3.532 3.977  0.476
C: 0.970 3.583 0.999  -1.747
C: 2.248 2.752 1.191  3.454
C: 2.394 2.447 2.678  -2.084
C: 3.433 3.624 0.749  -2.038
C: 2.178 1.482 0.310  -2.189
H: 1.023 4.561 1.496  0.678
H: 0.096 3.056 1.387  0.199
H: 0.792 3.745 -0.066  -0.246
H: 2.358 3.375 3.262  0.467
H: 3.332 1.932 2.892  0.332
H: 1.594 1.787 3.018  0.383
H: 3.467 4.579 1.286  0.425
H: 3.361 3.839 -0.320  0.288
H: 4.373 3.095 0.918  0.312
H: 2.867 1.565 -0.537  -0.201
C: 2.471 7.519 -4.001  -1.576
C: 1.429 6.525 -4.435  1.077
C: 1.245 6.274 -5.787  -0.947
C: 0.322 5.324 -6.202  -0.991
C: -0.446 4.667 -5.265  -0.642
C: -0.293 4.921 -3.898  -0.342
N: -1.109 4.204 -3.023  0.722
C: -1.843 4.721 -1.980  0.181
C: -2.116 6.091 -1.886  -0.754
C: -2.840 6.596 -0.821  -0.615
C: -3.307 5.757 0.180  -0.982
C: -3.046 4.397 0.086  -0.061
C: -2.346 3.862 -0.982  0.670
C: -2.150 2.363 -1.074  0.571
O: -2.279 1.828 -2.190  -0.777
O: -1.856 1.755 -0.008  -0.772
C: 0.685 5.828 -3.471  1.899
C: 1.022 6.007 -2.021  -0.885
H: 2.914 8.011 -4.867  0.396
H: 3.273 7.039 -3.438  0.321
H: 2.050 8.287 -3.350  0.304
H: 1.842 6.813 -6.514  0.320
H: 0.192 5.107 -7.255  0.392
H: -1.199 3.950 -5.568  0.505
H: -1.176 3.198 -3.159  -0.573
H: -1.750 6.753 -2.660  0.478
H: -3.038 7.661 -0.774  0.370
H: -3.858 6.154 1.023  0.398
H: -3.367 3.713 0.862  0.384
H: 0.743 7.000 -1.654  0.331
H: 2.097 5.891 -1.869  0.482
H: 0.530 5.275 -1.389  -0.568
C: 3.197 0.620 -4.792  -1.305
C: 1.859 0.955 -5.430  -1.115
C: 0.704 0.097 -4.891  2.982
C: -0.624 0.535 -5.542  -0.870
C: -1.842 -0.184 -4.984  -1.183
C: 0.963 -1.343 -5.271  -0.182
O: 1.109 -1.710 -6.429  -0.729
N: 1.033 -2.210 -4.235  0.275
C: 0.741 -1.950 -2.868  -0.765
O: 0.720 -2.924 -2.136  -0.747
N: 0.503 -0.680 -2.477  0.501
C: 0.579 0.324 -3.376  -0.596
O: 0.503 1.499 -3.009  -0.181
H: 3.987 1.252 -5.202  0.497
H: 3.479 -0.419 -4.974  0.317
H: 3.169 0.780 -3.714  0.182
H: 1.900 0.811 -6.513  0.527
H: 1.600 1.995 -5.230  0.148
H: -0.529 0.367 -6.619  0.525
H: -0.717 1.608 -5.371  -0.172
H: -1.743 -1.268 -5.079  0.319
H: -2.743 0.111 -5.527  0.549
H: -1.997 0.064 -3.933  0.046
H: 1.179 -3.185 -4.452  0.292